(i)
The following is a DFT calculation (the ωB97M-V functional and the def2-TZVPD basis) of an isolated ion of composition C5H5O3 and charge -1.

The geometry in XYZ format:
```
13
Properties=species:S:1:pos:R:3
O -0.867 -2.170 0.588
C -0.908 -0.980 0.740
C -1.726 0.143 0.040
C -0.599 0.995 -0.299
C 0.619 0.512 -0.025
C 1.988 0.461 -0.087
O 2.833 1.119 0.583
O 2.493 -0.502 -1.013
H -0.173 -0.504 1.420
H -2.533 0.542 0.715
H -2.199 -0.116 -0.888
H -0.825 1.768 -0.901
H 1.897 -1.268 -0.873
```

As for the total charge: -1. Its SMILES is O=CCC=C=C([O-])O. The value obtained for the molar mass is 113.1 g/mol. The LUMO energy comes out at 4.02 eV. For the HOMO-LUMO gap, the calculation gives 0.2483 Eh.

***

(ii)
The following is a DFT calculation (the ωB97M-V functional and the def2-TZVPD basis) of an isolated ion of composition C5H5O3 and charge -1.

The geometry in XYZ format:
```
13
Properties=species:S:1:pos:R:3
O 1.782 -2.264 -2.144
C 1.351 -1.237 -1.666
C 0.772 -0.106 -1.438
C -0.633 -0.229 -0.929
O -1.418 -0.972 -1.528
C -0.846 0.572 0.244
C -0.034 0.312 1.833
O 0.930 1.048 2.175
H 1.067 0.862 -1.256
H -0.461 1.624 0.309
H -1.893 0.743 0.371
H 0.345 -0.748 1.570
H -0.962 0.394 2.458
```

As for the total charge: -1. Its SMILES is O=C=CC(=O)CC[O-]. The value obtained for the molar mass is 113.1 g/mol. The LUMO energy comes out at 3.70 eV. For the HOMO-LUMO gap, the calculation gives 0.2598 Eh.

***

The structure with the least stability is (ii).

***

(i)
The following is a DFT calculation (the ωB97M-V functional and the def2-TZVPD basis) of a 2-piece molecular cluster, Cl2H2NP overall.

The geometry in XYZ format:
```
6
Properties=species:S:1:pos:R:3
H -0.797 -0.239 -1.157
N -0.182 -1.009 -0.932
P 0.935 -0.730 0.098
Cl 1.857 -2.510 0.166
Cl -0.767 2.856 0.785
H -1.047 1.634 1.040
```

Its SMILES is [H]/N=P/Cl.Cl. The value obtained for the molar mass is 117.9 g/mol. The LUMO energy comes out at -0.54 eV. For the HOMO-LUMO gap, the calculation gives 0.3560 Eh.

***

(ii)
The following is a DFT calculation (the ωB97M-V functional and the def2-TZVPD basis) of a 2-piece molecular cluster, Cl2H2NP overall.

The geometry in XYZ format:
```
6
Properties=species:S:1:pos:R:3
H -1.007 -0.471 0.276
N -0.628 -1.315 0.697
P -1.359 -2.681 0.473
Cl 0.156 -3.945 0.530
Cl 1.160 1.853 -0.219
H 0.427 0.838 0.452
```

Its SMILES is [H]/N=P/Cl.Cl. The value obtained for the molar mass is 117.9 g/mol. The LUMO energy comes out at -0.93 eV. For the HOMO-LUMO gap, the calculation gives 0.3417 Eh.

***

The structure with the least stability is (ii).

***

(i)
The following is a DFT calculation (the ωB97M-V functional and the def2-TZVPD basis) of a 2-piece molecular cluster, CH2BrNO3 overall.

The geometry in XYZ format:
```
8
Properties=species:S:1:pos:R:3
O 0.340 -0.991 -1.517
C 0.432 -0.762 -0.379
N -0.102 -1.726 0.629
O -0.509 -2.668 0.057
O -0.204 -1.370 1.774
H 0.711 0.201 -0.020
Br 0.294 3.715 0.063
H -0.961 3.600 -0.606
```

Its SMILES is O=C[N+](=O)[O-].Br. The value obtained for the molar mass is 155.9 g/mol. The LUMO energy comes out at -1.11 eV. For the HOMO-LUMO gap, the calculation gives 0.3742 Eh.

***

(ii)
The following is a DFT calculation (the ωB97M-V functional and the def2-TZVPD basis) of CH2BrNO3 in the gas phase.

The geometry in XYZ format:
```
8
Properties=species:S:1:pos:R:3
O -0.087 -1.764 -0.983
N -0.071 -1.022 -0.070
O 0.390 -1.253 1.018
C -0.263 0.459 -0.329
O 1.005 0.920 0.077
Br -1.832 1.243 0.739
H -0.378 0.709 -1.473
H 1.236 0.708 1.021
```

Its SMILES is O=[N+]([O-])[C@H](O)Br. The value obtained for the molar mass is 155.9 g/mol. The LUMO energy comes out at -0.50 eV. For the HOMO-LUMO gap, the calculation gives 0.3943 Eh.

***

The structure with the least stability is (i).

***

(i)
The following is a DFT calculation (the ωB97M-V functional and the def2-TZVPD basis) of C22H26N2O3 in the gas phase.

The geometry in XYZ format:
```
53
Properties=species:S:1:pos:R:3
C -2.498 -2.760 -0.383
C -3.182 -1.418 -0.628
C -4.549 -1.599 -1.219
C -5.523 -0.719 -1.075
C -5.403 0.551 -0.297
C -4.129 0.646 0.548
C -3.134 1.675 0.037
O -3.372 2.695 -0.549
N -1.871 1.231 0.404
C -0.684 1.989 0.240
C -0.675 3.344 0.546
C 0.491 4.069 0.376
C 1.644 3.449 -0.072
C 1.639 2.088 -0.357
C 2.884 1.455 -0.911
O 3.272 1.732 -2.033
N 3.542 0.599 -0.102
C 3.117 0.250 1.231
C 2.419 -1.131 1.295
C 2.495 -1.900 -0.024
C 3.897 -2.420 -0.355
C 5.010 -1.417 -0.053
C 4.754 -0.022 -0.613
C 0.465 1.361 -0.221
C -1.890 -0.049 0.939
O -0.950 -0.597 1.453
C -3.271 -0.611 0.688
H -1.540 -2.616 0.111
H -2.328 -3.275 -1.326
H -3.120 -3.391 0.249
H -2.579 -0.842 -1.345
H -4.696 -2.497 -1.801
H -6.487 -0.886 -1.534
H -6.285 0.651 0.340
H -5.417 1.399 -0.990
H -4.400 0.992 1.554
H -1.574 3.824 0.897
H 0.499 5.125 0.599
H 2.553 4.014 -0.207
H 3.999 0.266 1.879
H 2.437 1.024 1.591
H 1.368 -0.987 1.545
H 2.866 -1.733 2.088
H 1.811 -2.749 0.029
H 2.150 -1.258 -0.836
H 4.093 -3.327 0.221
H 3.927 -2.689 -1.413
H 5.165 -1.360 1.025
H 5.942 -1.781 -0.490
H 4.659 -0.056 -1.701
H 5.612 0.621 -0.373
H 0.441 0.313 -0.470
H -3.595 -1.272 1.493
```

Its SMILES is C[C@H]1C=CC[C@@H]2C(=O)N(c3cccc(C(=O)N4CCCCCC4)c3)C(=O)[C@@H]21. The value obtained for the molar mass is 366.5 g/mol. The LUMO energy comes out at 0.66 eV. For the HOMO-LUMO gap, the calculation gives 0.3560 Eh.

***

(ii)
The following is a DFT calculation (the ωB97M-V functional and the def2-TZVPD basis) of C22H26N2O3 in the gas phase.

The geometry in XYZ format:
```
53
Properties=species:S:1:pos:R:3
C 2.306 -7.177 1.431
C 1.566 -5.820 1.169
C 0.496 -5.741 0.138
C -0.109 -4.653 0.045
C 0.334 -3.571 0.812
N -0.440 -2.412 0.650
C -0.671 -1.240 1.288
O 0.252 -0.976 2.091
C -1.635 -0.310 0.885
N -1.779 -0.461 -0.554
C -3.142 -0.005 -1.042
C -3.141 1.429 -2.012
C -1.898 2.093 -1.459
C -1.714 3.426 -1.475
C -0.707 4.037 -1.017
C 0.477 3.375 -0.964
C 0.439 1.973 -0.975
C -0.674 1.295 -1.718
C -0.805 -0.044 -1.544
O 1.824 3.981 -0.557
C 1.710 5.010 0.163
C 1.670 6.320 -0.564
C 0.567 6.196 -1.504
O -0.567 5.513 -1.240
C 1.163 -3.723 1.947
C 1.882 -4.894 2.241
C 2.932 -4.972 2.965
H 2.202 -7.632 2.308
H 1.996 -7.985 0.589
H 3.381 -6.914 1.054
H 0.312 -6.851 -0.349
H -0.949 -4.662 -0.826
H -1.230 -2.325 -0.011
H -2.486 -0.269 1.303
H -1.196 0.862 1.004
H -3.467 -0.749 -1.736
H -3.849 -0.026 -0.360
H -4.094 1.862 -1.453
H -3.018 1.090 -2.896
H -2.667 4.205 -1.363
H 1.457 1.406 -0.847
H -0.840 -0.394 -2.457
H -0.003 -0.624 -1.275
H 2.703 4.999 0.779
H 0.845 4.765 1.051
H 1.251 7.145 0.255
H 2.639 6.682 -0.918
H -0.059 7.198 -1.917
H 0.787 5.736 -2.190
H 1.269 -2.981 2.376
H 3.890 -5.216 2.550
H 2.999 -3.936 3.610
H 2.496 -5.812 3.744
```

Its SMILES is Cc1ccc(NC(=O)CN2CCc3cc4c(cc3C2)OCCCO4)cc1C. The value obtained for the molar mass is 366.5 g/mol. The LUMO energy comes out at 0.32 eV. For the HOMO-LUMO gap, the calculation gives 0.2910 Eh.

***

The structure with the least stability is (ii).

***

(i)
The following is a DFT calculation (the ωB97M-V functional and the def2-TZVPD basis) of a 2-piece molecular cluster, C3H4P2 overall.

The geometry in XYZ format:
```
9
Properties=species:S:1:pos:R:3
C 1.529 -0.061 -0.066
C 0.333 0.523 -0.040
C -0.981 -0.063 0.032
P -1.941 -0.820 -1.322
P -1.235 -1.793 0.284
H 2.399 0.550 0.142
H 1.746 -1.068 0.228
H 0.219 1.727 -0.120
H -2.067 1.007 0.859
```

The value obtained for the molar mass is 102.0 g/mol. The LUMO energy (alpha / beta) comes out at -1.05 / -1.05 eV. For the HOMO-LUMO gap (alpha / beta), the calculation gives 0.2793 / 0.2793 Eh.

***

(ii)
The following is a DFT calculation (the ωB97M-V functional and the def2-TZVPD basis) of a 2-piece molecular cluster, C3H4P2 overall.

The geometry in XYZ format:
```
9
Properties=species:S:1:pos:R:3
C -1.527 -0.319 0.156
C 0.521 -0.814 0.216
C 1.329 0.390 0.048
P -3.147 -0.877 0.085
P -2.423 1.148 -0.020
H 0.530 -1.594 -0.528
H 1.109 1.136 0.812
H 1.239 0.863 -0.941
H 2.370 0.066 0.172
```

The value obtained for the molar mass is 102.0 g/mol. The LUMO energy (alpha / beta) comes out at -0.19 / -1.00 eV. For the HOMO-LUMO gap (alpha / beta), the calculation gives 0.3135 / 0.2065 Eh.

***

The structure with the least stability is (ii).